P | The following is a DFT calculation (ωB97M-V with the def2-TZVPD basis set) of a cluster of 5 separate species, C4H17N2O6 in total.

Spin multiplicity = 1
Total charge = -1
E_LUMO = 2.9 eV
HOMO energy = -3.51 eV
Gap between HOMO and LUMO = 6.444 eV

CARTESIAN COORDINATES (ANGSTROEM)
H1 0.22801 0.01386 0.75484
N1 0.93479 -0.27163 -1.90227
C1 -0.33470 0.06123 -1.66113
O1 1.54274 2.92328 -0.08043
H2 1.49900 0.26118 -2.54685
C2 -1.05589 -0.86514 -0.68299
H3 -1.88436 2.08129 -1.06281
H4 -2.75062 1.71018 0.19839
H5 2.47237 1.30418 0.56108
H6 2.73933 -1.36490 0.48824
H7 2.07982 0.22733 1.53218
H8 1.44059 3.13042 -1.02506
H9 -2.11223 -0.56087 -0.75471
O2 2.47723 -1.91666 -0.27312
C3 -1.64670 -0.56542 1.89909
O3 -2.11695 -1.71561 2.33455
H10 -1.20141 0.06503 2.70132
H11 0.41745 -2.21539 1.99008
O4 -0.80805 1.10032 -2.15894
H12 1.62504 -2.25936 0.04270
H13 -0.62404 -2.77633 1.04085
H14 1.42661 -0.86000 -1.23322
N2 0.11834 -2.07822 1.02758
H15 0.56790 2.93578 -0.00355
H16 -1.04014 -1.92157 -0.99845
H17 -2.40310 0.11383 1.39781
C4 -0.52492 -0.78357 0.74304
O5 -2.66697 2.35056 -0.53538
O6 2.85982 0.51551 1.01357

---

Q | The following is a DFT calculation (ωB97M-V with the def2-TZVPD basis set) of a cluster of 5 separate species, C4H17N2O6 in total.

Spin multiplicity = 1
Total charge = -1
E_LUMO = 3.3 eV
HOMO energy = -5.67 eV
Gap between HOMO and LUMO = 8.963 eV

CARTESIAN COORDINATES (ANGSTROEM)
H1 -1.14242 0.27732 -0.57248
H2 2.77137 0.95636 0.10900
H3 2.30365 -1.42123 2.15788
H4 3.42758 0.59573 1.41208
H5 -0.94975 2.63311 -0.41407
H6 1.58024 -0.15606 2.57555
C1 -1.05133 -0.74431 -2.48248
O1 -2.31213 -2.16695 1.90412
C2 0.55987 -1.16737 0.47464
C3 -0.44578 0.14344 -1.39614
H7 0.87840 1.47837 -2.43998
O2 3.63092 1.01350 0.54729
N1 -0.07483 2.57241 -0.92048
H8 -0.30906 -1.04757 -3.22158
H9 -2.83714 0.09175 2.42288
H10 0.67647 2.51692 -0.24643
H11 -0.85526 1.75136 -2.64370
H12 -1.90696 -0.22823 -2.92194
N2 0.72125 -0.51073 -0.78387
C4 -0.07294 1.53582 -1.91032
H13 1.16794 -1.13033 -1.44427
O3 -2.37304 0.93858 2.31102
O4 2.47210 -0.53879 2.52846
O5 -0.20361 -0.54409 1.27864
H14 -1.47718 0.66854 2.05100
H15 -1.38043 -1.82684 1.94790
H16 -1.44715 -1.63036 -2.00734
O6 1.18232 -2.21739 0.66198
H17 -2.53307 -1.84293 1.02263

---

Most stable to least stable: Q, P

---

P | The following is a DFT calculation (ωB97M-V with the def2-TZVPD basis set) of an isolated molecule of C6H7FO.

Spin multiplicity = 1
E_LUMO = 0.1 eV
HOMO energy = -9.35 eV
Gap between HOMO and LUMO = 9.488 eV
SMILES string = C#CC(=C)[C@@H](F)CO

CARTESIAN COORDINATES (ANGSTROEM)
H1 -1.68200 2.23265 -0.67148
C1 1.11744 0.22807 0.96715
H2 2.47743 1.77763 1.93558
F1 -0.73620 -0.58737 -1.95534
H3 1.62208 -2.57587 0.44500
C2 -1.23140 1.18596 -0.32267
C3 0.44908 -0.67553 0.00770
C4 -0.33427 0.19622 -0.98389
H4 -1.99310 -0.65141 0.43306
C5 1.80220 0.93420 1.63588
C6 0.78471 -2.08067 -0.10426
O1 -2.48985 0.34682 0.09285
H5 0.70546 0.73815 -1.37975
H6 -0.52683 1.61484 0.66445
H7 0.03523 -2.68367 -0.76428

---

Q | The following is a DFT calculation (ωB97M-V with the def2-TZVPD basis set) of a structure of composition C6H7FO.

Spin multiplicity = 1
E_LUMO = 0.8 eV
HOMO energy = -8.81 eV
Gap between HOMO and LUMO = 9.626 eV

CARTESIAN COORDINATES (ANGSTROEM)
C1 -0.50139 -1.34145 0.18262
O1 -0.26935 1.87963 -0.97057
C2 -0.68528 0.60493 -0.61129
H1 -0.95002 2.49774 -0.67779
H2 1.38519 0.78472 2.05904
H3 0.58101 -0.93871 -1.86491
H4 -1.34279 0.32058 1.62687
C3 0.92676 0.31657 1.14707
C4 1.46980 -0.07762 0.01168
H5 0.04083 -2.12540 0.75226
C5 -0.55628 0.06271 0.85583
H6 -1.68640 0.35489 -1.05845
F1 2.73769 -0.09715 -0.38978
C6 0.32675 -0.54971 -0.87835
H7 -1.47652 -1.69174 -0.18424

---

Most stable to least stable: Q, P

---

P | The following is a DFT calculation (ωB97M-V with the def2-TZVPD basis set) of a cluster of 2 separate species, C3H8Cl2NP in total.

Spin multiplicity = 1
E_LUMO = 0.7 eV
HOMO energy = -10.16 eV
Gap between HOMO and LUMO = 10.878 eV
SMILES string = CC/C(Cl)=N/Cl.P

CARTESIAN COORDINATES (ANGSTROEM)
P1 0.72598 -0.99094 3.22376
H1 -0.23866 -0.03433 3.12167
H2 -2.21932 -0.71881 -2.03191
H3 0.28097 -1.46719 -1.34566
H4 -1.13133 0.51328 -2.66159
N1 0.42488 1.39335 0.22615
Cl1 1.39356 2.75207 0.39864
Cl2 2.14226 0.22520 -1.45458
C1 -0.33346 -0.56793 -0.88173
H5 -1.83955 0.66583 -0.92768
H6 0.52539 -1.22369 1.80592
H7 -0.67883 -0.97496 0.00461
C2 0.67871 0.40866 -0.51747
C3 -1.49285 0.02826 -1.68035
H8 1.76225 -0.00880 2.72022

---

Q | The following is a DFT calculation (ωB97M-V with the def2-TZVPD basis set) of an isolated molecule of C3H8Cl2NP.

Spin multiplicity = 1
E_LUMO = 0.8 eV
HOMO energy = -8.66 eV
Gap between HOMO and LUMO = 9.439 eV
SMILES string = CN(C)P(Cl)CCl

CARTESIAN COORDINATES (ANGSTROEM)
C1 2.53407 0.75844 -0.72642
N1 0.24090 -0.45583 -0.14146
C2 -0.62856 0.59500 -0.65157
Cl1 2.57646 -1.16420 1.31461
H1 -1.57696 -1.41110 0.54872
Cl2 4.25935 0.98847 -0.56521
H2 2.31857 1.25718 -1.74322
C3 -0.68403 -1.66862 -0.02408
P1 1.87276 -0.95898 -0.53629
H3 1.98547 1.39001 0.08568
H4 -1.15470 0.31175 -1.49742
H5 -1.50750 0.59745 0.00484
H6 0.04399 -2.42817 0.31885
H7 -0.30896 1.69873 -0.79390
H8 -0.92786 -2.12477 -0.93858

---

Most stable to least stable: Q, P

---

P | The following is a DFT calculation (ωB97M-V with the def2-TZVPD basis set) of a structure of composition C2H4N6.

Spin multiplicity = 1
E_LUMO = 0.4 eV
HOMO energy = -9.19 eV
Gap between HOMO and LUMO = 9.550 eV

CARTESIAN COORDINATES (ANGSTROEM)
H1 -0.89624 -2.39009 0.94908
N1 -0.07940 1.71868 0.16107
N2 1.16438 0.03402 -1.09948
C1 0.32850 0.57145 0.05749
H2 -0.18023 1.92030 2.42233
C2 -0.58299 -1.55235 0.45435
N3 0.75702 -1.02226 -1.49406
H3 -0.53090 -2.47955 -1.45297
N4 -0.91287 2.15784 1.36589
N5 0.02217 -0.42577 1.09527
N6 -0.41680 -1.67675 -0.91824
H4 -0.60718 3.33441 1.23739

---

Q | The following is a DFT calculation (ωB97M-V with the def2-TZVPD basis set) of an isolated molecule of C2H4N6.

Spin multiplicity = 1
E_LUMO = -0.1 eV
HOMO energy = -9.55 eV
Gap between HOMO and LUMO = 9.481 eV
SMILES string = [H]/N=c1/ncn(N)nn1

CARTESIAN COORDINATES (ANGSTROEM)
H1 2.88601 0.11448 -0.80812
N1 1.20599 -0.05237 0.22926
N2 -0.76431 -1.13448 -0.25711
N3 -0.69861 1.25323 -0.16500
H2 1.25148 2.00244 -0.30570
H3 3.02605 0.34893 0.85476
N4 -2.66545 0.08351 0.27835
C1 0.58214 1.13001 -0.10590
C2 -1.41793 0.09357 -0.02915
N5 0.47704 -1.22562 -0.10145
H4 -3.04941 -0.88382 0.24463
N6 2.57400 -0.19904 0.13378

---

Most stable to least stable: Q, P

---

P | The following is a DFT calculation (ωB97M-V with the def2-TZVPD basis set) of an isolated molecule of C2H4N6.

Spin multiplicity = 1
E_LUMO = -0.8 eV
HOMO energy = -9.42 eV
Gap between HOMO and LUMO = 8.638 eV
SMILES string = [H]/N=C\n1nn/c(=N/[H])[nH]1

CARTESIAN COORDINATES (ANGSTROEM)
H1 0.80523 0.90027 1.07511
C1 1.40703 0.37645 -0.98011
H2 -2.24850 0.98901 1.69648
N1 1.08519 -0.99470 -1.37085
N2 0.54158 0.63105 0.03915
C2 -1.73977 -0.69503 0.64764
H3 2.65493 1.65428 -0.98618
H4 -2.07986 -1.79799 0.40493
N3 -0.45598 -0.49062 0.24989
N4 0.05828 -1.50238 -0.73427
N5 -2.50757 0.09054 1.46309
N6 2.47944 0.83912 -1.50490

---

Q | The following is a DFT calculation (ωB97M-V with the def2-TZVPD basis set) of an isolated molecule of C2H4N6.

Spin multiplicity = 1
E_LUMO = 0.3 eV
HOMO energy = -10.42 eV
Gap between HOMO and LUMO = 10.731 eV
SMILES string = [H]/N=C\n1nnnc1N

CARTESIAN COORDINATES (ANGSTROEM)
C1 0.42747 -0.61205 0.44477
H1 -1.99111 0.50328 -1.83530
N1 -1.64640 -1.28830 0.27480
N2 1.57055 0.23444 0.35445
H2 2.25323 -0.08280 1.13794
C2 -1.02907 0.63811 -1.06821
H3 1.26270 1.06682 0.79475
N3 0.37476 -1.68799 1.14910
N4 -0.68800 -0.41433 -0.23373
N5 -0.30482 1.69176 -1.28940
N6 -0.98628 -2.10707 0.98928
H4 0.75699 2.05813 -0.71844

---

R | The following is a DFT calculation (ωB97M-V with the def2-TZVPD basis set) of a structure of composition C2H4N6.

Spin multiplicity = 1
E_LUMO = -0.8 eV
HOMO energy = -8.99 eV
Gap between HOMO and LUMO = 8.197 eV

CARTESIAN COORDINATES (ANGSTROEM)
N1 0.12709 -0.81085 -0.00046
C1 1.53300 -0.24667 -0.07885
N2 2.72504 -0.75233 0.15979
H1 2.60394 -1.74415 0.42914
N3 -2.61786 -0.87591 -0.12055
N4 0.10970 1.40235 -0.11030
H2 -3.62454 -0.88049 0.25415
C2 -2.04466 0.31845 0.14425
H3 -2.32683 1.42781 0.92280
H4 -0.33554 -1.48446 -0.81228
N5 1.31821 1.05782 -0.10467
N6 -0.69748 0.30042 0.00673

---

Most stable to least stable: Q, P, R

---

P | The following is a DFT calculation (ωB97M-V with the def2-TZVPD basis set) of an isolated molecule of C2H4N6.

Spin multiplicity = 1
E_LUMO = 0.2 eV
HOMO energy = -7.52 eV
Gap between HOMO and LUMO = 7.719 eV
SMILES string = N/N=c1\cn[nH]nn1

CARTESIAN COORDINATES (ANGSTROEM)
N1 -0.96570 -0.09933 1.91955
N2 -1.30624 0.44580 0.80349
N3 -0.55134 1.34110 -0.88832
C1 0.23827 -0.95206 -0.28202
N4 0.45261 -1.53432 0.82479
H1 0.66224 -1.63793 -1.17049
H2 0.09593 -1.40415 3.11063
H3 1.28806 0.84148 -1.81384
H4 0.47206 2.42449 -2.32353
N5 0.32944 1.39416 -1.92248
C2 -0.54373 0.23396 -0.21719
N6 -0.17158 -1.05319 1.95939

---

Q | The following is a DFT calculation (ωB97M-V with the def2-TZVPD basis set) of an isolated molecule of C2H4N6.

Spin multiplicity = 1
E_LUMO = -0.4 eV
HOMO energy = -9.00 eV
Gap between HOMO and LUMO = 8.551 eV
SMILES string = [H]/N=c1\nn[nH]n1N=C

CARTESIAN COORDINATES (ANGSTROEM)
N1 -0.78520 1.29074 0.19557
N2 -0.00208 -1.19681 -1.41918
H1 0.22184 0.59522 2.40134
N3 1.38805 -1.42570 0.75047
H2 -0.93424 0.50866 -1.76337
H3 -2.01084 2.03956 -1.24462
N4 -0.06598 0.17840 0.49096
N5 0.73048 0.37972 1.64969
C1 0.46452 -0.87748 -0.17504
C2 -1.11692 1.23495 -1.09451
H4 0.68146 -1.99544 -1.66207
N6 1.42890 -0.73182 1.87075

---

Most stable to least stable: Q, P